C30H66F6N5O21P4 | ωB97M-V/def2-TZVPD

* highest occupied orbital energy: -6.95 eV
* relative energy (zero: lowest compared OMol25 entry of this formula, charge and spin): 0.0 kJ/mol
* total charge: -1
* E_LUMO: -0.0091 Ha
* DFT total energy: -5001.57198 Ha
* frontier orbital gap: 0.2462 Eh

Geometry (Å):
P (0.892, 0.277, -0.115)
F (-0.643, -0.192, -0.161)
F (0.992, -0.082, -1.754)
F (0.362, 1.714, -0.564)
F (2.439, 0.917, -0.052)
F (0.804, 0.540, 1.441)
F (1.444, -1.238, 0.113)
C (-4.227, 0.608, -3.055)
C (-5.154, -0.379, -3.348)
C (-4.956, -1.800, -3.185)
O (-5.881, -2.636, -3.032)
C (-3.470, -2.119, -3.135)
C (-2.460, -1.215, -3.073)
C (-2.778, 0.227, -2.997)
O (-1.930, 1.096, -2.880)
O (-1.133, -1.445, -3.057)
O (-6.493, -0.064, -3.550)
H (-4.513, 1.650, -3.070)
H (-3.138, -3.145, -3.080)
H (-0.645, -0.638, -2.873)
H (-6.990, -0.562, -2.897)
C (6.102, -1.809, -1.549)
O (6.846, -2.812, -1.620)
N (6.652, -0.600, -1.618)
C (5.847, 0.563, -1.436)
C (8.045, -0.230, -1.735)
H (5.014, -1.806, -1.380)
H (4.805, 0.334, -1.216)
H (5.998, 1.205, -2.304)
H (5.972, 1.278, -0.623)
H (8.135, 0.465, -0.900)
H (8.783, -1.030, -1.703)
H (8.154, 0.185, -2.737)
C (1.754, 1.034, 6.019)
O (2.488, 0.089, 6.358)
N (1.828, 1.691, 4.831)
C (0.844, 2.751, 4.399)
C (2.818, 1.277, 3.800)
H (1.171, 1.508, 6.824)
H (0.102, 2.334, 3.717)
H (1.341, 3.487, 3.768)
H (0.342, 3.234, 5.238)
H (3.283, 2.133, 3.311)
H (3.667, 0.685, 4.143)
H (2.348, 0.742, 2.975)
C (3.189, -4.293, -0.783)
O (4.330, -4.799, -0.842)
N (2.077, -4.827, -1.288)
C (0.672, -4.314, -0.927)
C (2.018, -6.218, -1.766)
H (2.895, -3.392, -0.223)
H (-0.025, -4.316, -1.765)
H (0.688, -3.275, -0.598)
H (0.284, -4.914, -0.104)
H (2.972, -6.713, -1.947)
H (1.551, -6.804, -0.974)
H (1.440, -6.282, -2.689)
C (0.049, -2.247, 5.666)
O (0.051, -3.165, 6.504)
N (-0.521, -2.262, 4.493)
C (-0.503, -1.058, 3.646)
C (-1.385, -3.423, 3.940)
H (0.510, -1.264, 5.845)
H (-0.213, -1.420, 2.659)
H (0.200, -0.261, 3.889)
H (-1.497, -0.612, 3.681)
H (-2.286, -2.979, 3.519)
H (-0.878, -4.034, 3.193)
H (-1.592, -4.133, 4.742)
C (-4.890, -3.761, -0.049)
O (-6.036, -3.485, 0.325)
N (-3.868, -2.925, 0.141)
C (-2.468, -3.338, -0.195)
C (-4.047, -1.828, 1.092)
H (-4.600, -4.680, -0.581)
H (-2.352, -3.879, -1.135)
H (-2.077, -3.901, 0.654)
H (-1.791, -2.485, -0.240)
H (-3.572, -1.860, 2.072)
H (-3.607, -0.964, 0.592)
H (-5.080, -1.604, 1.356)
C (-0.059, 4.505, 1.247)
O (-0.553, 4.759, 2.523)
P (-0.633, 6.285, 3.093)
O (0.742, 6.825, 3.458)
O (-1.414, 7.096, 1.931)
C (-2.703, 6.792, 1.545)
O (-1.626, 6.299, 4.412)
C (-2.121, 7.662, 4.702)
H (0.930, 4.050, 1.292)
H (-0.032, 5.427, 0.666)
H (-0.695, 3.842, 0.661)
H (-2.774, 6.528, 0.489)
H (-3.297, 7.676, 1.773)
H (-3.086, 5.980, 2.163)
H (-1.879, 8.440, 3.978)
H (-1.971, 7.796, 5.773)
H (-3.211, 7.674, 4.715)
C (7.016, -2.078, -5.255)
O (5.693, -2.318, -4.679)
P (5.175, -3.776, -4.410)
O (6.084, -4.702, -3.778)
O (3.724, -3.551, -3.745)
C (2.920, -2.439, -3.991)
O (4.917, -4.424, -5.888)
C (4.390, -3.586, -6.909)
H (6.978, -1.807, -6.310)
H (7.616, -2.983, -5.354)
H (7.554, -1.417, -4.576)
H (2.658, -1.856, -3.109)
H (1.933, -2.566, -4.435)
H (3.423, -1.644, -4.543)
H (3.614, -4.110, -7.466)
H (5.228, -3.524, -7.602)
H (4.105, -2.568, -6.643)
C (-2.612, 2.020, 1.025)
O (-4.011, 1.960, 0.738)
P (-5.012, 2.960, 1.497)
O (-5.078, 2.872, 2.976)
O (-4.489, 4.388, 1.029)
C (-5.466, 5.371, 0.724)
O (-6.437, 2.740, 0.745)
C (-6.551, 2.541, -0.683)
H (-2.293, 2.580, 1.904)
H (-1.996, 2.341, 0.185)
H (-2.432, 0.951, 1.147)
H (-5.605, 5.302, -0.355)
H (-5.074, 6.339, 1.038)
H (-6.410, 5.354, 1.269)
H (-5.529, 2.438, -1.047)
H (-7.002, 3.393, -1.193)
H (-7.151, 1.651, -0.871)

=====

C30H66HfNO13 | ωB97M-V/def2-TZVPD

* highest occupied orbital energy: -14.59 eV
* total charge: +3
* E_LUMO: -0.4813 Ha
* DFT total energy: -2262.07395 Ha
* frontier orbital gap: 0.0551 Eh

Geometry (Å):
Hf (-37.117, -27.500, 28.754)
C (-33.373, -25.335, 26.716)
C (-34.486, -25.162, 27.751)
C (-35.356, -23.910, 27.489)
O (-35.329, -26.313, 27.965)
H (-33.733, -25.346, 25.686)
H (-32.892, -26.285, 26.953)
H (-32.632, -24.540, 26.778)
H (-33.989, -24.965, 28.707)
H (-34.782, -22.995, 27.322)
H (-36.067, -23.634, 28.271)
H (-35.953, -23.992, 26.576)
C (-38.356, -21.399, 27.446)
N (-38.933, -20.501, 26.427)
O (-38.192, -20.158, 25.526)
O (-40.069, -20.109, 26.556)
H (-37.728, -22.143, 26.964)
H (-39.186, -21.889, 27.950)
H (-37.785, -20.779, 28.135)
C (-33.776, -28.726, 29.020)
O (-34.893, -28.325, 29.825)
C (-34.543, -27.913, 31.148)
C (-34.883, -26.427, 31.357)
O (-36.044, -25.942, 30.697)
C (-36.328, -24.602, 31.195)
H (-33.432, -29.732, 29.266)
H (-32.942, -28.027, 29.081)
H (-34.010, -28.785, 27.956)
H (-33.500, -28.166, 31.337)
H (-35.051, -28.487, 31.927)
H (-34.041, -25.762, 31.154)
H (-34.995, -26.439, 32.446)
H (-36.324, -23.947, 30.322)
H (-35.628, -24.145, 31.891)
H (-37.340, -24.517, 31.589)
C (-31.832, -28.055, 24.334)
O (-33.129, -28.224, 23.756)
C (-33.566, -29.553, 23.689)
C (-35.008, -29.671, 23.182)
O (-35.861, -29.705, 24.314)
C (-37.213, -30.045, 24.033)
H (-31.749, -26.979, 24.455)
H (-31.000, -28.572, 23.856)
H (-31.892, -28.503, 25.336)
H (-33.607, -29.988, 24.698)
H (-32.876, -30.141, 23.078)
H (-35.094, -30.657, 22.720)
H (-35.215, -28.838, 22.506)
H (-37.172, -30.948, 23.420)
H (-37.819, -29.300, 23.508)
H (-37.706, -30.296, 24.974)
C (-36.793, -20.429, 30.453)
O (-37.179, -19.134, 30.097)
C (-36.108, -18.281, 29.762)
C (-35.877, -18.320, 28.269)
O (-35.399, -19.576, 27.782)
C (-35.003, -19.504, 26.413)
H (-36.178, -20.980, 29.732)
H (-37.627, -21.089, 30.697)
H (-36.216, -20.313, 31.380)
H (-35.220, -18.532, 30.351)
H (-36.393, -17.247, 29.961)
H (-35.193, -17.534, 27.935)
H (-36.854, -18.168, 27.797)
H (-35.700, -18.946, 25.782)
H (-34.998, -20.528, 26.045)
H (-34.032, -19.027, 26.264)
C (-29.457, -26.309, 22.333)
O (-29.348, -25.851, 23.686)
C (-29.106, -24.456, 23.833)
C (-30.254, -23.631, 23.187)
O (-31.538, -24.076, 23.530)
C (-32.604, -23.442, 22.827)
H (-28.556, -25.964, 21.810)
H (-30.284, -25.887, 21.763)
H (-29.318, -27.386, 22.339)
H (-28.186, -24.307, 23.261)
H (-29.002, -24.305, 24.903)
H (-30.131, -23.459, 22.114)
H (-30.054, -22.637, 23.615)
H (-33.528, -23.897, 23.180)
H (-32.487, -23.679, 21.768)
H (-32.632, -22.364, 22.995)
C (-40.433, -28.608, 28.948)
O (-39.300, -28.173, 28.177)
C (-39.565, -28.285, 26.742)
C (-38.678, -27.398, 25.847)
O (-37.340, -27.309, 26.415)
C (-36.406, -26.864, 25.363)
H (-40.569, -29.684, 29.066)
H (-41.367, -28.195, 28.565)
H (-40.415, -28.236, 29.975)
H (-40.580, -27.949, 26.523)
H (-39.492, -29.333, 26.459)
H (-39.027, -26.404, 25.570)
H (-38.604, -28.008, 24.947)
H (-36.612, -27.302, 24.388)
H (-35.396, -27.150, 25.634)
H (-36.554, -25.793, 25.229)
C (-32.707, -21.322, 29.147)
C (-31.639, -20.436, 29.201)
C (-31.047, -20.215, 30.466)
C (-31.617, -20.795, 31.592)
C (-32.670, -21.721, 31.523)
C (-33.208, -21.966, 30.253)
H (-33.170, -21.507, 28.185)
H (-31.314, -19.894, 28.325)
H (-30.180, -19.570, 30.485)
H (-31.273, -20.533, 32.584)
H (-33.166, -21.950, 32.456)
H (-34.024, -22.682, 30.229)